[1]
Computed, not measured: C52H45IrN10OS4Se as an isolated structure, with ωB97M-V/def2-TZVPD.

HOMO energy (spin up / spin down) = -0.46230 / -0.55096 hartree
Lowest unoccupied orbital energy (spin up / spin down) = -6.9 / -9.8 eV
Energy relative to the best compared isomer or geometry (same formula, charge and spin) = 17.8 kcal/mol
E = -183098.3039 eV

Geometry as ORCA input:
```
! wB97M-V def2-TZVPD RIJCOSX def2/J DEFGRID3
* xyz 3 6
Ir 0.25452 -1.37475 0.40541
N 1.34628 0.15522 0.20687
S 1.67104 1.60787 -0.03753
N 0.69100 2.54904 -0.86113
S -0.73763 2.45254 -1.45715
N -1.89537 2.15749 -0.45197
S -2.30127 0.62508 -0.09804
N -1.20937 -0.34446 -0.37243
C -3.70466 0.25708 -1.08047
C -3.95687 -1.08646 -1.32445
C -5.06736 -1.42036 -2.08287
C -5.89582 -0.42165 -2.58096
C -5.62601 0.91975 -2.32544
C -4.52493 1.27250 -1.56379
C -2.88618 0.80496 1.55550
C -1.93422 0.82947 2.56715
C -2.35727 0.98611 3.87390
C -3.71470 1.10185 4.15647
C -4.65491 1.05806 3.13730
C -4.24773 0.90678 1.81946
C -0.74721 1.39827 -2.87537
C -1.88659 1.42649 -3.67240
C -1.95284 0.57456 -4.76123
C -0.88984 -0.27487 -5.04420
C 0.25659 -0.25942 -4.25835
C 0.33728 0.58243 -3.16151
C -1.07578 4.05536 -2.06327
C -0.33744 4.48178 -3.16491
C -0.66407 5.69611 -3.73745
C -1.70844 6.45387 -3.21454
C -2.41854 6.01696 -2.10411
C -2.11077 4.80108 -1.51327
C 1.85203 2.49310 1.47301
C 3.11423 2.66477 2.02580
C 3.21437 3.37371 3.21412
C 2.07261 3.86413 3.83314
C 0.81452 3.65990 3.27201
C 0.69460 2.97827 2.07535
C 3.18843 1.73591 -0.90225
C 3.86335 0.56625 -1.21842
C 5.07817 0.67909 -1.88052
C 5.59261 1.93202 -2.18277
C 4.89836 3.09271 -1.84529
C 3.67466 3.00647 -1.20852
H -3.29294 -1.84917 -0.93831
H -5.28860 -2.46043 -2.28157
H -6.76436 -0.68981 -3.16776
H -6.27957 1.68858 -2.71548
H -4.30665 2.30983 -1.34440
H -0.88478 0.71663 2.33367
H -1.62983 1.01305 4.67525
H -4.04136 1.22494 5.18072
H -5.70884 1.14180 3.36466
H -4.97578 0.86752 1.02203
H -2.69910 2.10765 -3.45485
H -2.83048 0.58114 -5.39357
H -0.94916 -0.94186 -5.89408
H 1.09537 -0.89565 -4.50888
H 1.23061 0.60791 -2.55248
H 0.46761 3.87612 -3.56342
H -0.10853 6.05149 -4.59445
H -1.96371 7.39951 -3.67387
H -3.21668 6.62186 -1.69607
H -2.65160 4.43846 -0.65117
H 3.99667 2.26737 1.54384
H 4.18729 3.54586 3.65401
H 2.16055 4.41322 4.76145
H -0.07105 4.04109 3.76262
H -0.27083 2.85511 1.60087
H 3.46128 -0.38996 -0.90952
H 5.62924 -0.21138 -2.15131
H 6.55245 2.01043 -2.67623
H 5.31887 4.06289 -2.07235
H 3.11259 3.89566 -0.95220
C 2.06866 -2.94480 -1.79007
C 1.97074 -3.71155 -0.50513
C 2.46024 -5.03335 -0.48000
C 2.47916 -5.73040 0.68683
C 2.05172 -5.10320 1.87763
C 2.13195 -5.74614 3.13780
C 1.74304 -5.10078 4.27980
C 1.25117 -3.79185 4.20064
C 1.13144 -3.14878 2.98031
S 0.52681 -1.54670 2.93480
C 1.54472 -3.79893 1.78673
N 1.47678 -3.14317 0.58612
H 1.93377 -3.60665 -2.64398
H 3.07458 -2.52064 -1.85183
H 1.35498 -2.12329 -1.85000
H 2.80555 -5.47878 -1.40261
H 2.83003 -6.75474 0.71873
H 2.51935 -6.75655 3.17932
H 1.81856 -5.58994 5.24074
H 0.95384 -3.27030 5.10191
N 4.15342 -0.35567 3.06654
C 4.42576 -1.12358 1.96921
N 5.73840 -1.38555 1.74650
O 3.54377 -1.50713 1.20091
H 4.83226 -0.25601 3.80222
H 3.18585 -0.27886 3.33155
H 6.46482 -1.11341 2.38461
H 5.97721 -2.00829 0.99641
Se -3.25808 -2.75710 3.69721
N -3.94957 -3.86661 2.48895
C -3.16613 -3.86577 1.42452
C -3.35164 -4.63496 0.26066
C -2.41131 -4.51432 -0.77110
C -1.35557 -3.65159 -0.66970
N -1.13313 -2.87596 0.45159
C -2.00387 -2.97722 1.49948
N -1.86464 -2.30358 2.60764
H -4.19484 -5.30750 0.19045
H -2.50783 -5.10620 -1.67084
H -0.63942 -3.54509 -1.47252
*
```

[2]
Computed, not measured: C52H45IrN10OS4Se as an isolated structure, with ωB97M-V/def2-TZVPD.

HOMO energy (spin up / spin down) = -0.49270 / -0.53712 hartree
Lowest unoccupied orbital energy (spin up / spin down) = -7.1 / -9.7 eV
Energy relative to the best compared isomer or geometry (same formula, charge and spin) = 42.1 kcal/mol
E = -183097.2503 eV

Geometry as ORCA input:
```
! wB97M-V def2-TZVPD RIJCOSX def2/J DEFGRID3
* xyz 3 6
Ir -1.68916 -0.02605 -0.82549
N -1.23195 0.60958 0.98385
S -0.38201 0.27917 2.18207
N 1.11805 0.89509 2.24366
S 2.32678 0.67173 1.27071
N 2.31118 -0.65844 0.45409
S 1.45726 -1.24710 -0.80118
N -0.03439 -1.15747 -0.75750
C 2.47796 -0.67439 -2.18979
C 3.81841 -0.97938 -2.01345
C 4.74041 -0.55360 -2.95224
C 4.30694 0.16426 -4.05789
C 2.95825 0.42345 -4.24245
C 2.02509 0.00047 -3.30459
C 1.75004 -3.02641 -0.80115
C 1.80325 -3.64570 -2.04284
C 1.78195 -5.02907 -2.10460
C 1.68744 -5.77486 -0.93937
C 1.66236 -5.14366 0.29475
C 1.69301 -3.75959 0.36999
C 2.59312 2.25024 0.44294
C 1.95779 3.35093 0.99705
C 2.29851 4.61303 0.54206
C 3.24259 4.75780 -0.46468
C 3.86742 3.64548 -1.00827
C 3.55156 2.37672 -0.54842
C 3.83896 0.54151 2.22365
C 4.77084 -0.42401 1.87943
C 5.98012 -0.46691 2.55192
C 6.24711 0.45116 3.55612
C 5.31753 1.43217 3.87414
C 4.10834 1.48915 3.19928
C -0.15679 -1.44510 2.67163
C -1.17415 -2.34305 2.41624
C -1.09519 -3.61541 2.96051
C -0.00652 -3.96696 3.74463
C 1.02046 -3.06095 3.97325
C 0.94618 -1.78371 3.43642
C -1.11651 1.03012 3.63405
C -2.47292 1.30400 3.59399
C -3.08831 1.81474 4.72446
C -2.34693 2.03424 5.87634
C -0.98783 1.75526 5.90150
C -0.36224 1.24477 4.77474
H 4.12270 -1.55072 -1.15055
H 5.78659 -0.77882 -2.81712
H 5.02634 0.51979 -4.77783
H 2.62911 0.96112 -5.11681
H 0.97201 0.19132 -3.43623
H 1.86299 -3.06022 -2.94809
H 1.82999 -5.51991 -3.06399
H 1.64340 -6.85062 -0.99754
H 1.60551 -5.72806 1.19934
H 1.67437 -3.25118 1.31989
H 1.22144 3.21692 1.77509
H 1.83947 5.48369 0.98378
H 3.50512 5.74319 -0.81518
H 4.62078 3.76615 -1.77051
H 4.04347 1.50219 -0.94392
H 4.53353 -1.13282 1.10488
H 6.71118 -1.21648 2.29168
H 7.18209 0.40172 4.09277
H 5.53681 2.15481 4.64465
H 3.37818 2.24904 3.42693
H -2.00361 -2.03353 1.80299
H -1.89378 -4.32158 2.78926
H 0.03868 -4.95174 4.18268
H 1.86884 -3.34293 4.58037
H 1.72728 -1.05942 3.61176
H -3.01294 1.11313 2.67981
H -4.14277 2.04214 4.70408
H -2.83284 2.42973 6.75477
H -0.41580 1.93464 6.79917
H 0.69213 1.02093 4.77560
C -4.97624 0.50916 -1.15286
C -4.13509 1.31041 -2.14955
C -4.96725 2.49199 -2.56370
C -4.50736 3.73988 -2.49712
C -3.15326 3.98592 -2.08563
C -2.64203 5.27265 -2.07137
C -1.30691 5.51445 -1.77353
C -0.46670 4.45024 -1.53366
C -0.94901 3.13940 -1.51237
S 0.18722 1.86097 -1.39703
C -2.33942 2.86080 -1.72118
N -2.82930 1.62007 -1.60492
H -5.95113 0.29306 -1.58034
H -5.11154 1.10398 -0.25398
H -4.47911 -0.41623 -0.89613
H -5.98209 2.25861 -2.85354
H -5.12733 4.57842 -2.77422
H -3.29481 6.09694 -2.31164
H -0.93198 6.52274 -1.77670
H 0.58876 4.60824 -1.38898
N -4.33551 -3.60281 -0.21833
C -4.29599 -2.45283 0.48157
N -5.34580 -2.22671 1.29516
O -3.36201 -1.64230 0.38483
H -5.07450 -4.27015 -0.08060
H -3.56460 -3.85469 -0.81032
H -6.09825 -2.88770 1.39187
H -5.37216 -1.39566 1.86084
Se -4.81383 0.88106 -5.01210
N -3.99295 -0.47817 -5.69988
C -3.17707 -1.08945 -4.85536
C -2.41354 -2.22215 -5.15904
C -1.64144 -2.75914 -4.14258
C -1.60441 -2.16517 -2.89974
N -2.26760 -1.01907 -2.59074
C -3.08363 -0.53168 -3.52485
N -3.90823 0.52804 -3.37969
H -2.45706 -2.65416 -6.14371
H -1.05749 -3.65144 -4.30080
H -1.02360 -2.59321 -2.09938
*
```